(1)
C32H45N4O4PdS4Si3 | the ωB97M-V functional and the def2-TZVPD basis

XYZ file:
```
93
Properties=species:S:1:pos:R:3:mulliken_spin:R:1
Pd 0.446 0.560 -1.105 1.21
C 1.506 -0.536 1.608 0.01
Si 2.512 0.806 0.788 -0.04
C 4.229 0.494 1.508 0.02
C 1.921 2.448 1.452 0.01
C 2.632 0.840 -1.058 0.37
Si 2.882 -0.750 -2.049 -0.06
C 4.633 -0.630 -2.743 0.04
C 1.752 -0.996 -3.525 0.05
C 2.959 -2.269 -0.985 0.01
Si 2.801 2.389 -2.013 -0.02
C 2.643 2.221 -3.863 0.01
C 4.401 3.281 -1.672 0.02
C 1.334 3.504 -1.599 -0.01
C 1.382 4.869 -1.330 0.00
C 0.211 5.546 -1.029 0.00
C -0.984 4.849 -1.031 0.00
C -0.969 3.497 -1.332 0.00
N 0.158 2.834 -1.601 0.05
H 1.251 -0.182 2.614 0.00
H 2.092 -1.455 1.691 0.00
H 0.568 -0.799 1.118 0.00
H 4.297 0.848 2.547 0.00
H 5.017 0.993 0.929 0.00
H 4.441 -0.582 1.506 0.00
H 2.108 2.496 2.530 0.00
H 0.844 2.565 1.291 0.00
H 2.425 3.297 0.979 0.00
H 4.806 0.273 -3.339 0.00
H 4.855 -1.501 -3.375 0.00
H 5.350 -0.622 -1.911 0.00
H 2.270 -0.710 -4.447 0.00
H 0.817 -0.443 -3.484 -0.01
H 1.467 -2.049 -3.574 0.00
H 3.692 -2.133 -0.179 0.00
H 3.287 -3.113 -1.604 0.00
H 1.990 -2.507 -0.551 0.00
H 3.405 1.568 -4.299 0.00
H 2.748 3.215 -4.308 0.00
H 1.663 1.820 -4.136 0.00
H 5.235 2.606 -1.898 0.00
H 4.488 3.577 -0.620 0.00
H 4.511 4.176 -2.298 0.00
H 2.336 5.384 -1.345 0.00
H 0.229 6.605 -0.798 0.00
H -1.923 5.332 -0.791 0.00
H -1.886 2.929 -1.358 0.01
S -6.514 -0.014 -2.526 0.00
C -5.256 0.547 -1.586 0.00
S -3.823 -0.368 -1.318 0.00
C -3.113 0.916 -0.387 -0.03
N -3.877 1.960 -0.301 0.05
N -5.090 1.734 -0.946 0.00
C -6.004 2.836 -0.907 0.00
C -5.488 4.126 -0.814 0.00
C -6.345 5.213 -0.777 0.00
C -7.721 5.029 -0.827 0.00
C -8.225 3.740 -0.892 0.00
C -7.377 2.640 -0.927 0.00
S -1.575 0.861 0.418 0.20
H -4.417 4.258 -0.760 0.00
H -5.932 6.212 -0.703 0.00
H -8.389 5.880 -0.813 0.00
H -9.295 3.576 -0.908 0.00
H -7.779 1.638 -0.966 0.00
C 2.718 -2.953 5.269 0.00
C 1.597 -3.682 4.573 0.00
C 1.872 -4.770 3.746 0.00
C 0.859 -5.436 3.083 0.00
C -0.458 -5.012 3.248 0.00
C -0.757 -3.925 4.057 0.00
C 0.278 -3.266 4.711 0.00
S -1.750 -5.944 2.496 0.00
O -2.976 -5.438 3.040 0.00
O -1.378 -7.327 2.618 0.00
N -1.759 -5.646 0.905 0.00
C -1.957 -4.289 0.316 0.00
C -0.686 -3.589 -0.141 0.00
C -1.006 -2.462 -1.130 0.01
O -2.030 -2.573 -1.803 0.02
O -0.146 -1.507 -1.239 0.06
H 3.498 -3.645 5.589 0.00
H 2.356 -2.411 6.142 0.00
H 3.178 -2.228 4.594 0.00
H 2.899 -5.100 3.624 0.00
H 1.077 -6.295 2.460 0.00
H -1.787 -3.618 4.179 0.00
H 0.053 -2.413 5.341 0.00
H -1.053 -6.212 0.451 0.00
H -2.494 -3.680 1.043 0.00
H -2.610 -4.402 -0.540 0.00
H -0.060 -4.301 -0.697 0.00
H -0.092 -3.211 0.692 0.00
```

## Properties
net charge	-1
ΔE to the lowest compared entry with this formula, charge and spin	1.600	eV
calculated total energy	-118523.055	eV
F_max	1.8	eV Å⁻¹
gap between HOMO and LUMO (spin up / spin down)	7.34 / 6.06	eV
spin multiplicity	3
<S²>	2.009
HOMO level (spin up / spin down)	-0.186 / -0.198	Ha

***

(2)
H12IO6 | the ωB97M-V functional and the def2-TZVPD basis

XYZ file:
```
19
Properties=species:S:1:pos:R:3:lowdin_charge:R:1
I -0.290 -0.343 -0.392 0.26
O -3.130 1.205 -1.985 -0.12
H -3.608 1.768 -1.380 0.01
H -2.379 1.113 -1.375 -0.11
O 0.015 -3.708 0.925 -0.12
H 0.092 -2.948 0.365 -0.14
H 0.144 -4.572 0.465 0.04
O 2.078 -2.373 -2.045 -0.12
H 1.746 -3.202 -2.398 0.02
H 1.284 -1.840 -1.982 -0.13
O 0.004 3.256 -0.389 -0.09
H 0.886 3.522 -0.225 0.00
H -0.144 2.380 -0.038 -0.11
O -1.954 0.767 2.758 -0.21
H -1.537 0.546 1.832 -0.08
H -1.085 1.047 3.251 0.06
O 2.977 1.215 0.578 -0.09
H 2.198 0.677 0.570 -0.10
H 2.703 1.490 1.464 0.03
```

## Properties
net charge	-1
ΔE to the lowest compared entry with this formula, charge and spin	1.219	eV
calculated total energy	-20583.375	eV
F_max	3.9	eV Å⁻¹
gap between HOMO and LUMO	8.29	eV
HOMO level	-0.192	Ha

***

(3)
C2H8 | the ωB97M-V functional and the def2-TZVPD basis

XYZ file:
```
10
Properties=species:S:1:pos:R:3:lowdin_charge:R:1
C 0.075 -0.802 3.042 -0.06
H -0.854 -1.027 2.497 0.02
H 0.298 0.272 2.961 0.02
H 0.903 -1.383 2.609 0.02
H -0.047 -1.072 4.101 0.02
C -0.075 0.802 -3.042 -0.06
H -0.405 0.369 -2.086 0.01
H -0.930 0.865 -3.731 0.02
H 0.706 0.165 -3.484 0.02
H 0.330 1.810 -2.867 0.02
```

## Properties
structure (SMILES)	C.C
ΔE to the lowest compared entry with this formula, charge and spin	0.014	eV
calculated total energy	-2203.620	eV
F_max	0.4	eV Å⁻¹
gap between HOMO and LUMO	14.38	eV
HOMO level	-0.491	Ha

***

Which formula does entry 1 have? C32H45N4O4PdS4Si3

***

What is the calculated total energy in the first record? -118523.055 eV

***

Which formula does entry 1 have? C32H45N4O4PdS4Si3